1.
The following is a quantum chemistry calculation of C11H44N22O11 as an isolated structure, from the OMol25 dataset.

Output
Total energy, Eh: -2476.67015
HOMO-LUMO gap, Eh: 0.221
HOMO level, eV: -6.44
Energy above the lowest of the compared OMol25 structures with the same formula, charge and spin, kcal per mole: 1039.2

Each line ends with the Mulliken charge.
Cartesian coordinates (Å):
1 C -0.40 1.21 -0.04  -1.181
2 O -1.26 2.06 0.02  -0.653
3 N -0.31 0.24 0.83  -0.102
4 N 0.43 1.01 -1.07  0.702
5 H 0.06 -0.58 0.36  0.638
6 H -0.99 0.21 1.58  0.240
7 H 0.30 1.52 -1.94  0.746
8 H 1.14 0.29 -1.00  -0.560
9 C 3.11 0.68 -1.55  0.164
10 O 2.22 -0.06 -1.29  0.264
11 N 4.24 0.72 -0.89  -0.405
12 N 2.90 1.54 -2.51  -0.360
13 H 5.07 0.78 -1.46  0.205
14 H 4.33 0.44 0.08  0.318
15 H 3.51 2.34 -2.48  0.321
16 H 2.02 1.50 -3.00  0.667
17 C -3.88 0.93 0.98  -0.173
18 O -4.54 1.93 0.74  -0.813
19 N -2.62 0.75 0.76  -0.180
20 N -4.40 -0.05 1.70  -0.456
21 H -2.14 1.42 0.17  -0.305
22 H -2.10 -0.11 0.84  0.271
23 H -3.78 -0.84 1.78  0.368
24 H -5.38 -0.14 1.92  0.269
25 C 1.63 -1.46 -3.69  -0.363
26 O 2.26 -0.75 -4.45  -0.665
27 N 1.82 -2.69 -3.49  -0.308
28 N 0.66 -1.13 -2.87  -0.006
29 H 1.55 -3.08 -2.60  0.057
30 H 2.19 -3.23 -4.26  0.236
31 H 0.57 -0.26 -2.37  0.314
32 H 0.19 -1.91 -2.43  0.296
33 C 0.70 1.65 -4.03  0.260
34 O 0.85 1.48 -2.85  -0.607
35 N 0.68 0.63 -4.76  -0.157
36 N 0.48 2.70 -4.67  -0.257
37 H 0.50 0.66 -5.75  0.263
38 H 1.03 -0.23 -4.37  0.446
39 H 0.40 3.49 -4.05  0.268
40 H 0.63 2.67 -5.67  0.238
41 C -1.55 1.44 3.41  0.578
42 O -0.45 1.84 3.24  -0.613
43 N -2.51 2.25 3.71  -0.418
44 N -2.01 0.25 3.33  0.082
45 H -2.40 3.25 3.67  0.292
46 H -3.42 1.86 3.52  0.122
47 H -3.00 0.15 3.48  0.480
48 H -1.35 -0.51 3.25  -0.041
49 C 0.78 -2.43 -0.04  1.237
50 O 0.18 -1.41 -0.11  -0.491
51 N 1.03 -3.22 -1.05  -0.704
52 N 1.29 -2.77 1.07  0.090
53 H 0.40 -3.19 -1.83  0.478
54 H 1.86 -3.80 -1.05  0.304
55 H 1.18 -2.25 1.94  -0.510
56 H 1.66 -3.70 1.00  0.313
57 C 0.68 -0.97 3.82  -0.256
58 O 1.16 -2.01 3.74  -0.603
59 N 0.02 -0.49 4.90  -0.229
60 N 0.78 -0.01 2.90  -0.059
61 H -0.08 -1.23 5.58  0.245
62 H -0.40 0.43 5.00  0.335
63 H 1.26 -0.36 2.08  -0.860
64 H 0.26 0.84 3.04  0.311
65 C 2.91 -0.40 1.40  0.004
66 O 3.44 -0.14 2.44  -0.662
67 N 1.84 0.05 0.97  0.648
68 N 3.26 -1.44 0.64  0.030
69 H 1.49 -0.19 0.05  -0.792
70 H 1.49 0.82 1.52  0.487
71 H 3.11 -1.67 -0.33  0.085
72 H 4.06 -1.94 1.00  0.365
73 C -1.25 3.27 -2.57  0.445
74 O -0.53 4.15 -2.98  -0.833
75 N -1.13 1.97 -2.65  -0.491
76 N -2.26 3.41 -1.80  -0.196
77 H -1.88 1.54 -2.12  0.427
78 H -0.25 1.50 -2.82  0.277
79 H -2.94 2.68 -1.64  0.082
80 H -2.69 4.32 -1.68  0.274
81 C -2.18 -1.89 2.25  0.747
82 O -2.09 -1.07 1.39  -0.379
83 N -1.15 -2.65 2.44  -0.122
84 N -3.38 -2.14 2.77  -0.455
85 H -1.08 -3.33 3.19  0.292
86 H -0.28 -2.48 1.96  -0.710
87 H -3.37 -2.83 3.51  0.184
88 H -4.19 -1.84 2.25  0.211

2.
The following is a quantum chemistry calculation of C25H54AsF9N7O9Y as an isolated structure, from the OMol25 dataset.

Output
Charge: +2
Total energy, Eh: -5218.05118
HOMO-LUMO gap, Eh: 0.109
HOMO level, eV: -11.96
Energy above the lowest of the compared OMol25 structures with the same formula, charge and spin, kcal per mole: 0.0

Each line ends with the Mulliken charge.
Cartesian coordinates (Å):
1 Y -0.54 2.32 -4.13  1.971
2 As -0.22 0.64 -0.35  2.000
3 F 1.50 0.27 -0.71  -0.465
4 F -0.40 1.33 -2.00  -0.050
5 F -1.96 1.04 0.03  -0.517
6 F -0.05 0.05 1.29  -0.563
7 F 0.29 2.28 0.22  -0.414
8 F -0.70 -1.00 -0.90  -0.384
9 C -2.49 2.89 2.78  0.305
10 C -2.61 4.33 3.15  0.445
11 O -2.70 5.11 2.15  -0.864
12 N -2.73 4.81 4.40  -0.239
13 C -3.15 6.19 4.84  -0.795
14 H -3.08 2.87 1.86  -0.532
15 H -2.93 2.24 3.54  0.519
16 H -1.44 2.67 2.60  -0.168
17 H -2.79 4.09 5.10  0.262
18 H -2.58 6.90 4.25  0.270
19 H -2.90 6.30 5.89  0.340
20 H -4.23 6.32 4.77  0.288
21 C -2.23 -3.52 -2.51  -0.762
22 C -0.97 -4.31 -2.29  0.767
23 O -0.97 -5.51 -1.89  -0.852
24 N 0.15 -3.76 -2.69  0.119
25 C 1.50 -4.35 -2.75  -1.110
26 H -2.69 -3.87 -3.43  0.435
27 H -2.06 -2.46 -2.68  -0.098
28 H -2.86 -3.63 -1.62  0.299
29 H -0.07 -2.85 -3.07  0.174
30 H 1.67 -5.09 -3.52  0.402
31 H 1.85 -4.77 -1.80  0.260
32 H 2.26 -3.61 -2.99  0.407
33 C 1.92 1.93 2.76  -0.137
34 C 1.94 1.02 3.96  0.515
35 O 2.57 1.38 4.97  -0.723
36 N 1.31 -0.10 3.85  0.187
37 C 1.27 -1.09 4.92  -1.054
38 H 0.93 1.94 2.31  -0.425
39 H 2.68 1.59 2.05  0.154
40 H 2.34 2.90 3.02  0.447
41 H 0.80 -0.32 3.00  0.114
42 H 0.37 -1.69 4.78  0.382
43 H 1.22 -0.61 5.90  0.386
44 H 2.20 -1.65 4.98  0.300
45 C -0.31 -3.49 0.92  0.092
46 C -0.18 -4.88 1.51  0.242
47 O 0.05 -4.93 2.74  -0.738
48 N -0.24 -5.93 0.73  -0.007
49 C -0.15 -7.31 1.13  -1.057
50 H 0.34 -3.22 0.09  -0.201
51 H -0.15 -2.74 1.69  -0.085
52 H -1.33 -3.45 0.54  0.490
53 H -0.60 -5.89 -0.21  0.249
54 H 0.64 -7.77 0.53  0.310
55 H -1.11 -7.81 1.00  0.314
56 H 0.18 -7.31 2.17  0.373
57 C -0.46 4.98 -0.69  -0.574
58 C -1.68 4.17 -1.21  0.560
59 O -1.52 3.53 -2.20  -0.493
60 N -2.78 4.20 -0.46  0.150
61 C -4.06 3.58 -0.68  -0.765
62 H -0.54 4.81 0.38  0.263
63 H -0.51 6.05 -0.91  0.436
64 H 0.46 4.64 -1.18  -0.353
65 H -2.74 4.71 0.41  0.239
66 H -4.85 4.30 -0.48  0.366
67 H -4.20 2.81 0.08  0.182
68 H -4.16 3.14 -1.67  0.146
69 C -4.86 0.96 -4.28  -1.363
70 C -3.63 0.89 -3.35  0.586
71 O -2.51 1.24 -3.72  -0.507
72 N -3.66 0.41 -2.10  0.709
73 C -4.85 0.09 -1.37  -1.175
74 H -5.60 1.53 -3.72  0.401
75 H -5.16 -0.07 -4.43  0.370
76 H -4.63 1.49 -5.21  0.390
77 H -2.79 0.28 -1.59  -0.326
78 H -4.59 -0.47 -0.48  0.305
79 H -5.51 -0.57 -1.95  0.391
80 H -5.40 0.97 -1.05  0.356
81 C 3.46 1.15 -2.75  -1.028
82 C 2.69 2.51 -2.58  0.721
83 O 1.54 2.58 -3.05  -0.598
84 N 3.13 3.58 -1.91  -0.103
85 C 4.38 3.74 -1.24  -1.102
86 H 4.38 1.20 -2.17  0.400
87 H 3.70 0.97 -3.80  0.426
88 H 2.95 0.22 -2.50  0.057
89 H 2.58 4.43 -1.84  0.286
90 H 4.57 2.98 -0.48  0.356
91 H 4.45 4.69 -0.71  0.350
92 H 5.16 3.78 -2.00  0.414
93 C 2.74 -2.07 1.32  -0.713
94 C 3.14 -2.66 -0.06  1.219
95 O 4.45 -3.13 0.01  -0.342
96 C 5.06 -3.81 -0.95  0.291
97 O 4.61 -4.05 -2.04  -0.510
98 C 6.50 -4.26 -0.60  0.909
99 F 7.30 -3.52 -1.33  -0.257
100 F 6.83 -4.02 0.63  -0.240
101 F 6.67 -5.56 -0.84  -0.237
102 H 1.72 -1.70 1.23  -0.557
103 H 3.37 -1.20 1.56  0.514
104 H 2.86 -2.79 2.13  0.569
105 H 3.02 -1.83 -0.76  -0.273
106 H 2.40 -3.43 -0.27  -0.427

3.
The following is a quantum chemistry calculation of a 2-piece molecular cluster, C4H7NO2 overall, from the OMol25 dataset.

Output
Structure (SMILES): O=C1C=NC[C@@H]1O.[H][H]
Total energy, Eh: -361.78598
HOMO-LUMO gap, Eh: 0.356
HOMO level, eV: -9.97
Energy above the lowest of the compared OMol25 structures with the same formula, charge and spin, kcal per mole: 59.5

Each line ends with the Mulliken charge.
Cartesian coordinates (Å):
1 O 2.08 0.29 0.65  -0.528
2 C 0.70 0.18 0.89  0.381
3 C -0.15 1.23 0.16  -0.630
4 N -1.18 0.52 -0.62  -0.473
5 C -1.04 -0.74 -0.49  -0.233
6 C 0.16 -1.13 0.31  0.487
7 O 0.70 -2.20 0.40  -0.559
8 H 2.44 -0.60 0.74  0.333
9 H 0.48 0.19 1.97  0.215
10 H 0.46 1.86 -0.49  0.284
11 H -0.85 -0.08 -3.63  0.133
12 H -0.72 1.88 0.82  0.277
13 H -1.38 0.04 -3.12  -0.129
14 H -1.72 -1.45 -0.97  0.441

4.
The following is a quantum chemistry calculation of a 18-piece molecular cluster, C34H38Cl51FO5 overall, from the OMol25 dataset.

Output
Total energy, Eh: -25263.64989
HOMO-LUMO gap, Eh: 0.289
HOMO level, eV: -9.76

Each line ends with the Mulliken charge.
Cartesian coordinates (Å):
1 C 4.01 -2.90 4.34  -0.607
2 C 4.44 -3.47 2.86  -0.332
3 C 5.19 -2.39 1.88  -0.013
4 C 4.64 -0.85 1.99  -0.295
5 C 3.30 -0.54 1.05  1.199
6 C 1.99 -0.26 1.99  0.712
7 C 1.09 -1.28 2.60  0.206
8 F 1.34 -2.73 2.35  -0.228
9 C -0.16 -0.75 3.56  -0.184
10 O -0.46 -1.38 4.70  -0.576
11 C -0.93 0.61 3.00  0.628
12 C -2.55 0.89 3.08  -0.368
13 C -3.41 -0.34 3.77  -0.803
14 C -3.46 -1.65 2.74  -0.008
15 C -4.97 -1.94 2.18  0.595
16 O -6.12 -1.53 2.75  -0.560
17 O -5.11 -2.76 0.94  -0.409
18 C -0.04 1.64 2.37  0.159
19 C -0.53 3.05 1.69  0.816
20 C -0.37 2.85 0.04  -0.014
21 O 0.13 3.78 -0.78  -0.537
22 C 1.60 1.34 2.30  -0.590
23 O 2.54 2.27 2.49  -0.558
24 H 3.83 -3.84 5.04  0.147
25 H 3.02 -2.28 4.36  0.025
26 H 4.84 -2.20 4.81  0.298
27 H 5.23 -4.34 3.06  0.385
28 H 3.55 -4.00 2.27  0.025
29 H 6.35 -2.47 2.04  0.322
30 H 4.97 -2.74 0.76  -0.261
31 H 5.50 -0.16 1.53  0.116
32 H 4.47 -0.45 3.08  0.281
33 H 3.14 -1.34 0.21  0.088
34 H 3.52 0.48 0.48  -0.936
35 H -2.72 1.83 3.79  0.308
36 H -3.01 1.21 2.03  0.281
37 H -4.50 0.08 4.01  0.410
38 H -2.97 -0.67 4.82  0.275
39 H -2.76 -1.37 1.82  0.114
40 H -2.99 -2.59 3.30  0.069
41 H -4.15 -3.00 0.69  0.282
42 H -1.68 3.30 1.90  -0.265
43 H 0.15 3.98 2.00  -0.238
44 H -0.69 1.77 -0.36  0.262
45 C 1.08 -6.06 5.73  0.116
46 Cl 0.69 -4.64 4.76  0.062
47 Cl 2.11 -7.18 4.82  -0.138
48 Cl 1.88 -5.58 7.24  -0.137
49 H 0.15 -6.58 5.98  0.079
50 C -3.71 5.74 0.91  -0.100
51 Cl -3.58 5.77 -0.85  -0.109
52 Cl -3.92 4.08 1.49  -0.091
53 Cl -2.29 6.48 1.66  -0.038
54 H -4.59 6.32 1.20  0.345
55 C 6.93 -2.84 -1.99  -0.131
56 Cl 7.47 -1.92 -0.58  -0.146
57 Cl 7.53 -4.51 -1.92  -0.110
58 Cl 5.16 -2.83 -2.10  -0.013
59 H 7.33 -2.37 -2.89  0.392
60 C -6.33 8.24 -2.58  0.176
61 Cl -6.55 8.10 -0.83  -0.135
62 Cl -7.53 9.35 -3.27  -0.103
63 Cl -4.69 8.78 -2.97  -0.091
64 H -6.48 7.25 -3.03  0.119
65 C 5.07 -6.19 -5.01  0.128
66 Cl 6.04 -4.71 -5.17  -0.070
67 Cl 5.86 -7.55 -5.82  -0.131
68 Cl 4.77 -6.56 -3.31  -0.108
69 H 4.10 -6.02 -5.50  0.177
70 C -6.45 9.17 -7.10  -0.066
71 Cl -6.01 10.67 -6.27  -0.103
72 Cl -6.41 7.81 -5.97  -0.002
73 Cl -8.06 9.32 -7.83  -0.125
74 H -5.73 8.98 -7.89  0.338
75 C -0.42 -4.37 -0.33  -0.165
76 Cl -1.85 -3.49 0.23  -0.142
77 Cl -0.82 -5.38 -1.73  -0.034
78 Cl 0.89 -3.24 -0.74  -0.043
79 H -0.08 -5.02 0.48  0.250
80 C -6.86 3.80 -6.73  0.025
81 Cl -7.25 5.22 -7.71  -0.106
82 Cl -5.83 2.68 -7.64  -0.122
83 Cl -6.07 4.28 -5.22  -0.109
84 H -7.79 3.29 -6.48  0.302
85 C -2.96 -6.96 4.03  -0.077
86 Cl -3.35 -5.53 3.06  -0.001
87 Cl -1.93 -8.08 3.12  -0.126
88 Cl -2.17 -6.48 5.54  -0.126
89 H -3.89 -7.47 4.28  0.362
90 C -3.85 -7.44 -3.51  -0.011
91 Cl -3.81 -9.13 -2.96  -0.122
92 Cl -4.00 -6.34 -2.13  -0.061
93 Cl -2.40 -7.06 -4.45  -0.109
94 H -4.73 -7.31 -4.15  0.313
95 C -0.04 5.83 5.25  -0.001
96 Cl -0.30 7.21 4.17  -0.082
97 Cl -0.91 6.07 6.78  -0.138
98 Cl -0.56 4.32 4.48  -0.009
99 H 1.02 5.75 5.47  0.246
100 C 4.54 -2.52 -8.38  0.108
101 Cl 5.12 -1.43 -7.11  -0.063
102 Cl 5.72 -2.61 -9.71  -0.134
103 Cl 4.23 -4.13 -7.73  -0.077
104 H 3.60 -2.12 -8.78  0.132
105 C 1.02 -1.94 -6.24  -0.014
106 Cl -0.53 -2.72 -6.56  -0.127
107 Cl 2.17 -3.10 -5.55  0.019
108 Cl 1.68 -1.23 -7.73  -0.150
109 H 0.87 -1.13 -5.52  0.312
110 C 2.59 6.49 1.63  -0.116
111 Cl 3.00 8.22 1.66  -0.132
112 Cl 3.20 5.68 3.08  -0.122
113 Cl 0.84 6.27 1.49  0.024
114 H 3.07 6.04 0.76  0.307
115 C -9.36 -3.13 2.24  0.285
116 Cl -9.84 -2.19 3.66  -0.133
117 Cl -8.98 -4.80 2.69  -0.137
118 Cl -10.64 -3.09 1.01  -0.138
119 H -8.47 -2.67 1.81  0.114
120 C 7.55 5.35 2.24  -0.020
121 Cl 7.07 6.29 3.67  -0.114
122 Cl 7.93 3.68 2.69  -0.118
123 Cl 6.27 5.39 1.02  -0.089
124 H 8.45 5.81 1.81  0.335
125 C 6.00 2.28 -1.46  0.192
126 Cl 4.27 2.09 -1.15  -0.125
127 Cl 6.83 0.72 -1.31  -0.033
128 Cl 6.27 2.97 -3.07  -0.137
129 H 6.41 2.96 -0.72  0.035

Look up the HOMO-LUMO gap of the first one. 0.221 Eh

Which value of HOMO-LUMO gap does entry 2 give? 0.109 Eh

HOMO level of number 1 (C11H44N22O11)? -6.44 eV